This record from OMol25 describes a single C5H3N3 molecule in a non-equilibrium geometry. The level of theory is the ωB97M-V functional and the def2-TZVPD basis.

Bonds (Å) are listed after each position.
Element x y z (Å)
1 C 0.4490 0.8348 0.0611  C4 1.511, N9 1.253, N10 1.368
2 C 1.8625 -0.7552 -0.0515  C3 1.483, H7 1.111, N10 1.305
3 C 0.5621 -1.4670 -0.0269  C2 1.483, C4 1.312, H8 1.071
4 C -0.2980 -0.4759 -0.0144  C1 1.511, C3 1.312, C5 1.448
5 C -1.7445 -0.4790 -0.0817  C4 1.448, N11 1.172
6 H -0.9230 1.8922 0.0170  N9 0.977
7 H 2.7497 -1.4086 0.0942  C2 1.111
8 H 0.5715 -2.5384 -0.0391  C3 1.071
9 N 0.0413 2.0097 -0.0886  C1 1.253, H6 0.977
10 N 1.7850 0.5401 0.0908  C1 1.368, C2 1.305
11 N -2.8813 -0.2486 0.0847  C5 1.172

The calculation puts the gap between HOMO and LUMO at 8.93 eV. As for the highest occupied orbital energy: -10.7 eV. Its energy above the lowest of the compared OMol25 structures with the same formula, charge and spin is 32.0 kcal/mol. As for the charge: 0.